Entry 1:
Here is a cluster of 3 separate species, C19H33F3O12S in total at a distorted geometry from OMol25. Energies are from ωB97M-V with the def2-TZVPD basis set.

Summary:
Total energy (eV): -63787.770
HOMO (eV): -9.14
Structure (SMILES): O=C1OC(=O)C(C[SH](=O)=O)=C1COC(F)(F)F.COCCOCCOC.COCCOCCOC
LUMO level (Eh): -0.0679
M (g mol⁻¹): 542.52

```
! RIJCOSX wB97M-V def2-TZVPD def2/J DEFGRID3
* xyz 0 1
O -2.9631 4.4587 7.6813
C -3.4051 3.9894 6.6106
O -4.6750 4.3038 6.0509
C -4.8033 3.5598 4.8270
O -5.8620 3.7246 4.2015
C -3.5375 2.6312 4.5798
C -3.1908 1.5671 3.4436
S -3.5625 2.1145 1.7130
O -4.8352 2.8956 1.5597
O -2.4157 2.8512 1.0502
C -2.6572 2.8966 5.6819
C -1.2031 2.2254 5.9259
O -0.8582 2.2582 7.3345
C 0.5302 2.1313 7.5503
F 1.2398 1.5408 6.4825
F 0.7117 1.2669 8.6798
F 1.1490 3.3667 7.9249
H -2.0524 1.3861 3.4912
H -3.6944 0.5653 3.7026
H -3.7291 0.9295 0.9618
H -0.4858 2.8275 5.2534
H -1.2557 1.1120 5.6166
C -3.0951 2.8873 -2.0427
O -2.3099 2.0321 -2.8547
C -2.9194 1.7551 -4.1101
C -1.8582 1.5281 -5.1821
O -1.2369 2.7307 -5.6407
C -0.3375 3.3713 -4.7308
C 0.9706 2.6143 -4.5327
O 0.7760 1.4955 -3.6725
C 1.6482 0.4216 -3.9732
H -4.0202 2.3833 -1.7412
H -2.5198 3.1361 -1.1526
H -3.3244 3.8184 -2.5721
H -3.5708 2.5806 -4.4184
H -3.5231 0.8494 -3.9929
H -2.3574 1.1076 -6.0609
H -1.1141 0.7954 -4.8683
H -0.8315 3.5914 -3.7849
H -0.1028 4.3336 -5.1952
H 1.7040 3.2726 -4.0536
H 1.3565 2.2976 -5.5068
H 1.5475 0.1216 -5.0192
H 1.3721 -0.4266 -3.3453
H 2.6840 0.7029 -3.7561
C 2.6888 -3.6248 -3.6885
O 3.1186 -3.5122 -2.3448
C 2.1867 -2.8129 -1.5279
C 2.2436 -3.3258 -0.0924
O 1.6034 -4.5902 0.0929
C 2.2716 -5.7300 -0.4567
C 3.5410 -6.1134 0.2950
O 4.6071 -5.2307 -0.0408
C 5.5215 -5.0540 1.0264
H 2.6623 -2.6395 -4.1656
H 3.3985 -4.2591 -4.2215
H 1.7023 -4.0981 -3.7398
H 1.1664 -2.9295 -1.9111
H 2.4570 -1.7527 -1.5508
H 1.6840 -2.6238 0.5341
H 3.2632 -3.3404 0.2935
H 2.4499 -5.6000 -1.5236
H 1.5580 -6.5530 -0.3544
H 3.8472 -7.1239 0.0019
H 3.3430 -6.0974 1.3713
H 5.0060 -4.7068 1.9251
H 6.2455 -4.2936 0.7310
H 6.0517 -5.9899 1.2308
*
```

Results of the Löwdin charge analysis, in e, for atoms 1 through 5:
1 O 0.12
2 C -0.28
3 O 0.10
4 C -0.29
5 O 0.13


Entry 2:
Here is a structure of composition C19H33N2OPSiTi at a distorted geometry from OMol25. Energies are from ωB97M-V with the def2-TZVPD basis set.

Summary:
Total energy (eV): -65545.807
HOMO (eV): -6.54
LUMO level (Eh): -0.0011
M (g mol⁻¹): 412.41

```
! RIJCOSX wB97M-V def2-TZVPD def2/J DEFGRID3
* xyz 0 1
Ti 0.1180 0.3415 -0.1927
Si 0.4278 -1.6805 -1.6746
P 0.6380 1.5449 -2.3485
N -1.6391 0.5121 -0.4602
H 1.5248 1.8416 0.5502
C 0.9476 3.3475 -2.2369
H 1.1557 3.7624 -3.2297
H 1.7998 3.5103 -1.5717
H 0.0680 3.8393 -1.8096
C 2.0896 1.0010 -3.3274
H 2.1928 1.6562 -4.2030
H 1.9697 -0.0369 -3.6576
H 2.9946 1.0755 -2.7110
C -0.7315 1.4860 -3.5588
H -0.4592 2.0432 -4.4694
H -1.6286 1.9389 -3.1122
H -0.9654 0.4454 -3.8198
C 2.0512 -2.6265 -1.7737
H 2.4224 -2.8607 -0.7646
H 2.8132 -2.0553 -2.3236
H 1.8598 -3.5745 -2.3054
H -0.4497 -2.6302 -0.9320
H -0.0476 -1.6410 -3.0975
C -2.9522 0.4341 -0.6623
C -5.2187 1.2677 -0.2717
C -3.8504 1.3698 -0.0635
C -3.5059 -0.6018 -1.4779
C -4.8740 -0.6852 -1.6816
C -5.7352 0.2441 -1.0822
H -5.8856 1.9902 0.1957
H -3.4163 2.1599 0.5587
H -2.8078 -1.3211 -1.9269
H -5.2768 -1.4773 -2.3116
H -6.8149 0.1753 -1.2478
C 3.0898 0.3197 0.5396
O 2.1153 -0.2951 -0.0056
C 3.0357 0.9789 1.8563
H 4.0126 1.4552 2.0433
H 2.8480 0.2615 2.6753
H 2.2739 1.7775 1.9445
C 4.4637 0.0101 0.0372
H 5.0332 0.9450 -0.0476
H 4.4769 -0.5063 -0.9220
H 5.0002 -0.6136 0.7726
C -0.6472 -2.0733 5.7215
C -0.4482 -1.5291 4.3362
C 0.3959 -2.1997 3.4482
C 0.5665 -1.7025 2.1612
N -0.0457 -0.5723 1.7531
C -0.8545 0.0964 2.6062
C -1.0811 -0.3686 3.9005
H -1.0401 -3.0986 5.6921
H 0.2955 -2.1099 6.2844
H -1.3525 -1.4466 6.2715
H 0.9235 -3.1011 3.7469
H 1.1912 -2.2150 1.4171
H -1.3183 1.0043 2.2113
H -1.7487 0.1872 4.5568
*
```

Results of the Löwdin charge analysis, in e, for atoms 1 through 5:
1 Ti 0.44
2 Si 0.48
3 P 0.72
4 N -0.15
5 H 0.00


Entry 3:
Here is a cluster of 3 separate species, C19H33N3O11P2 in total at a distorted geometry from OMol25. Energies are from ωB97M-V with the def2-TZVPD basis set.

Summary:
Total energy (eV): -65804.766
HOMO (eV): -8.94
Structure (SMILES): CCCNC1=CC(=O)C(OC#N)=C(N=C(C)C)C1=O.COP(=O)(OC)OC.COP(=O)(OC)OC
LUMO level (Eh): -0.0312
M (g mol⁻¹): 541.43

```
! RIJCOSX wB97M-V def2-TZVPD def2/J DEFGRID3
* xyz 0 1
C 2.6045 -3.3361 3.1947
C 3.1533 -3.6304 1.7931
C 3.8579 -2.4412 1.0656
N 3.6580 -1.1076 1.6403
C 2.4315 -0.4821 1.3918
C 2.3095 0.8437 1.5565
C 0.9805 1.4741 1.3374
O 0.8347 2.5603 0.8263
C -0.1753 0.6415 1.7928
O -1.2918 1.2785 2.3930
C -0.8895 1.8021 3.5132
N -0.4661 2.2746 4.4650
C -0.1117 -0.6825 1.6532
N -1.0777 -1.5646 2.0747
C -2.2424 -1.5929 1.5190
C -2.4142 -1.8495 0.0455
C -3.4316 -1.4206 2.4174
C 1.1720 -1.1920 0.9815
O 1.0760 -2.0606 0.1566
H 1.7537 -3.9988 3.3618
H 3.3219 -3.6068 3.9671
H 2.2255 -2.3263 3.3353
H 2.3827 -4.0236 1.1342
H 3.8904 -4.4285 1.8872
H 3.4964 -2.3916 0.0437
H 4.9311 -2.6212 1.0756
H 3.9235 -1.0537 2.6119
H 3.1422 1.4579 1.8641
H -3.4134 -2.2380 -0.1298
H -1.6767 -2.5806 -0.2728
H -2.2447 -0.9337 -0.5252
H -4.3434 -1.8283 1.9901
H -3.4933 -0.3643 2.6695
H -3.2140 -1.9522 3.3446
C -0.7612 4.9871 1.7130
O -1.4785 6.2439 1.7969
P -0.6204 7.6354 1.5708
O -1.5457 8.6493 2.1214
O -0.6552 7.5280 -0.0521
C -1.9045 7.3871 -0.7173
O 0.8454 8.3233 1.5551
C 0.9256 9.6247 0.9785
H -1.4929 4.1854 1.7601
H -0.2113 4.9090 0.7746
H -0.0723 4.8862 2.5509
H -2.7185 7.8296 -0.1429
H -2.1143 6.3333 -0.9062
H -1.8259 7.9004 -1.6746
H 0.3194 10.3341 1.5380
H 0.6208 9.6066 -0.0666
H 1.9691 9.9286 1.0395
C -2.5647 -6.5799 -4.5610
O -2.2925 -5.1998 -4.2348
P -0.8088 -4.8327 -3.5878
O -1.0557 -3.4817 -3.0256
O -0.0921 -4.8260 -5.0470
C -0.6379 -4.0362 -6.0992
O 0.5678 -5.2788 -2.8434
C 1.5889 -4.2812 -2.8854
H -3.5171 -6.6157 -5.0830
H -1.7869 -6.9887 -5.2110
H -2.6367 -7.1796 -3.6541
H -1.1791 -3.1720 -5.7145
H -1.2989 -4.6406 -6.7217
H 0.1926 -3.6908 -6.7124
H 1.2415 -3.3802 -2.3863
H 1.8940 -4.0605 -3.9066
H 2.4466 -4.6728 -2.3402
*
```

Results of the Löwdin charge analysis, in e, for atoms 1 through 5:
1 C -0.09
2 C -0.22
3 C -0.19
4 N 0.01
5 C -0.19


Repeat the third record exactly.
Here is a cluster of 3 separate species, C19H33N3O11P2 in total at a distorted geometry from OMol25. Energies are from ωB97M-V with the def2-TZVPD basis set.

Summary:
Total energy (eV): -65804.766
HOMO (eV): -8.94
Structure (SMILES): CCCNC1=CC(=O)C(OC#N)=C(N=C(C)C)C1=O.COP(=O)(OC)OC.COP(=O)(OC)OC
LUMO level (Eh): -0.0312
M (g mol⁻¹): 541.43

```
! RIJCOSX wB97M-V def2-TZVPD def2/J DEFGRID3
* xyz 0 1
C 2.6045 -3.3361 3.1947
C 3.1533 -3.6304 1.7931
C 3.8579 -2.4412 1.0656
N 3.6580 -1.1076 1.6403
C 2.4315 -0.4821 1.3918
C 2.3095 0.8437 1.5565
C 0.9805 1.4741 1.3374
O 0.8347 2.5603 0.8263
C -0.1753 0.6415 1.7928
O -1.2918 1.2785 2.3930
C -0.8895 1.8021 3.5132
N -0.4661 2.2746 4.4650
C -0.1117 -0.6825 1.6532
N -1.0777 -1.5646 2.0747
C -2.2424 -1.5929 1.5190
C -2.4142 -1.8495 0.0455
C -3.4316 -1.4206 2.4174
C 1.1720 -1.1920 0.9815
O 1.0760 -2.0606 0.1566
H 1.7537 -3.9988 3.3618
H 3.3219 -3.6068 3.9671
H 2.2255 -2.3263 3.3353
H 2.3827 -4.0236 1.1342
H 3.8904 -4.4285 1.8872
H 3.4964 -2.3916 0.0437
H 4.9311 -2.6212 1.0756
H 3.9235 -1.0537 2.6119
H 3.1422 1.4579 1.8641
H -3.4134 -2.2380 -0.1298
H -1.6767 -2.5806 -0.2728
H -2.2447 -0.9337 -0.5252
H -4.3434 -1.8283 1.9901
H -3.4933 -0.3643 2.6695
H -3.2140 -1.9522 3.3446
C -0.7612 4.9871 1.7130
O -1.4785 6.2439 1.7969
P -0.6204 7.6354 1.5708
O -1.5457 8.6493 2.1214
O -0.6552 7.5280 -0.0521
C -1.9045 7.3871 -0.7173
O 0.8454 8.3233 1.5551
C 0.9256 9.6247 0.9785
H -1.4929 4.1854 1.7601
H -0.2113 4.9090 0.7746
H -0.0723 4.8862 2.5509
H -2.7185 7.8296 -0.1429
H -2.1143 6.3333 -0.9062
H -1.8259 7.9004 -1.6746
H 0.3194 10.3341 1.5380
H 0.6208 9.6066 -0.0666
H 1.9691 9.9286 1.0395
C -2.5647 -6.5799 -4.5610
O -2.2925 -5.1998 -4.2348
P -0.8088 -4.8327 -3.5878
O -1.0557 -3.4817 -3.0256
O -0.0921 -4.8260 -5.0470
C -0.6379 -4.0362 -6.0992
O 0.5678 -5.2788 -2.8434
C 1.5889 -4.2812 -2.8854
H -3.5171 -6.6157 -5.0830
H -1.7869 -6.9887 -5.2110
H -2.6367 -7.1796 -3.6541
H -1.1791 -3.1720 -5.7145
H -1.2989 -4.6406 -6.7217
H 0.1926 -3.6908 -6.7124
H 1.2415 -3.3802 -2.3863
H 1.8940 -4.0605 -3.9066
H 2.4466 -4.6728 -2.3402
*
```

Results of the Löwdin charge analysis, in e, for atoms 1 through 5:
1 C -0.09
2 C -0.22
3 C -0.19
4 N 0.01
5 C -0.19


- Among the records above, which one has the highest total energy?
  C19H33F3O12S